Below is 11 unconnected molecules or ions with the total composition C68H165N11O18, with properties calculated with the ωB97M-V functional and the def2-TZVPD basis.

Kohn-Sham gap = 8.6 eV
SMILES string = CC1(C)CCCC(C)(C)N1O.CC1(C)CCCC(C)(C)N1O.COC[C@H](C)N.COC[C@H](C)N.COCCNCCOC.COCCNCCOC.COCCNCCOC.COCCNCCOC.COCCNCCOC.COCCNCCOC.COCCNCCOC
ΔE to the lowest compared entry with this formula, charge and spin = 0.0 kcal/mol
E_tot = -4645.89800 a.u.
2S+1 = 1

Structure (XYZ):
```
262
Properties=species:S:1:pos:R:3:forces:R:3:mulliken_charge:R:1
C 7.180033 3.479086 4.859601 1.650 0.745 0.720 -0.26
O 7.657569 2.249141 5.396327 0.068 0.110 -0.521 -0.39
C 6.734954 1.669505 6.237967 -0.351 -2.755 0.912 -1.03
C 5.617776 0.770372 5.589728 0.041 0.766 -0.318 0.78
N 5.168031 -0.337814 6.398818 0.251 -0.470 1.710 -0.15
C 4.383146 -1.419692 5.820649 1.268 0.172 -0.095 -1.04
C 3.162988 -1.043300 5.009883 0.748 0.477 -1.765 0.16
O 2.321193 -0.074454 5.596683 -0.025 -0.271 -0.497 0.04
C 1.355253 -0.691948 6.379054 0.563 -0.282 1.232 -0.96
H 7.115952 4.250912 5.710547 -0.071 -0.878 -1.254 0.32
H 6.214023 3.324105 4.400722 -0.228 0.400 -0.391 0.00
H 7.999265 3.784503 4.138784 -1.328 -0.071 0.643 0.19
H 6.324724 2.363199 6.908941 -1.028 1.574 0.745 0.45
H 7.244653 1.001703 6.946774 0.386 -0.161 -0.454 0.42
H 6.090680 0.389974 4.673146 -0.328 -0.095 0.012 -0.13
H 4.736075 1.374675 5.345888 0.286 0.216 -0.540 -0.57
H 4.832333 -0.116115 7.351748 0.339 0.219 -1.156 0.33
H 4.097132 -2.064757 6.674549 0.273 0.030 -0.588 0.49
H 5.076465 -1.959924 5.096862 -0.900 0.114 0.870 0.01
H 2.717514 -2.018262 4.702762 -0.558 0.687 0.311 0.60
H 3.467911 -0.561367 4.052895 0.095 -0.361 0.492 -0.32
H 0.734445 -1.354629 5.794860 -0.166 -0.551 -0.101 0.32
H 0.731732 0.028815 6.850707 -0.594 0.963 0.098 0.26
H 1.865974 -1.173434 7.231114 -0.402 -0.549 -0.263 0.31
C 7.162132 1.525925 -0.527654 1.669 -0.164 -0.293 -0.61
O 6.161781 2.185521 0.179823 -0.101 0.189 -1.173 -0.27
C 6.107641 1.877436 1.538857 0.386 2.472 1.027 -0.08
C 4.749338 2.483094 2.014865 1.970 0.524 1.507 0.91
N 4.826780 3.984562 2.011738 -0.175 -1.708 -0.179 -0.32
C 3.524060 4.629254 2.174461 0.654 0.510 0.742 -0.25
C 2.784796 4.284907 3.472690 2.449 0.028 0.720 -0.28
O 3.622096 4.597439 4.653482 -1.209 -0.257 -1.073 -0.48
C 3.250626 3.816568 5.781587 1.370 0.649 0.468 -0.11
H 6.997149 1.617843 -1.590311 -0.363 0.281 -0.332 0.23
H 7.231500 0.447497 -0.343685 -0.264 0.026 0.424 0.05
H 8.200106 1.929861 -0.362800 -0.830 -0.088 0.248 0.34
H 7.047085 2.351143 2.056905 -1.739 -0.827 -0.488 0.39
H 6.130781 0.824544 1.639489 0.031 -1.252 0.503 -0.35
H 4.537237 2.113891 3.036734 0.253 0.336 -0.173 -0.29
H 3.984782 2.036681 1.422605 -0.835 -0.077 -0.993 -0.12
H 5.243989 4.214788 1.109200 -0.269 0.256 0.253 0.41
H 2.865121 4.430653 1.318400 -0.248 0.091 0.129 -0.38
H 3.701384 5.720036 2.281768 -0.047 -0.441 -0.526 0.58
H 2.576285 3.246300 3.588632 -0.559 -0.930 -0.324 0.06
H 1.900313 4.872024 3.446622 -1.060 0.482 0.391 0.54
H 3.408823 2.747567 5.641317 -0.380 -0.093 -0.269 -0.12
H 2.287481 4.034519 6.212798 -0.862 0.019 -0.357 0.27
H 3.937258 4.117788 6.581355 0.148 -0.052 -0.167 0.33
C -3.811323 -9.496998 -5.324805 -0.398 -1.967 -1.111 -0.79
O -4.137167 -8.232950 -5.691169 -0.551 1.613 -1.123 -0.29
C -5.525371 -7.945182 -5.782794 0.650 0.422 -0.960 -0.67
C -5.586065 -6.485958 -6.136792 -0.777 0.455 1.833 -0.75
N -5.373193 -5.648252 -4.924801 0.501 -1.375 -0.614 -0.29
C -5.420437 -4.252037 -5.202241 -0.318 1.183 -1.072 -1.20
C -4.619233 -3.553625 -4.135040 0.071 -0.819 0.319 0.03
O -3.256687 -3.834528 -4.364996 -0.184 -0.122 -1.024 -0.44
C -2.438503 -3.763293 -3.250265 -0.159 -0.692 0.783 -0.51
H -3.931189 -9.615013 -4.276565 -0.229 -0.569 1.180 0.32
H -2.788103 -9.676945 -5.594120 0.679 0.009 0.031 0.24
H -4.394245 -10.273508 -5.904443 0.253 0.572 0.693 0.29
H -5.981259 -8.144932 -4.852333 -0.724 -0.123 1.299 0.37
H -6.079586 -8.516127 -6.541388 0.551 -0.330 -0.129 0.47
H -6.551853 -6.216344 -6.548202 -0.335 -0.027 -0.033 0.46
H -4.857222 -6.304733 -6.887217 0.863 0.290 -0.870 0.39
H -4.427593 -5.809232 -4.572734 -0.210 -0.411 -0.260 0.26
H -6.454011 -3.907031 -5.142440 -0.158 0.134 -0.015 0.38
H -5.075881 -3.995923 -6.250144 0.014 -0.069 0.930 0.32
H -4.867942 -4.107391 -3.219599 -0.379 0.619 0.324 0.31
H -4.822336 -2.487845 -4.047970 0.040 0.159 0.071 0.39
H -2.725598 -4.460404 -2.408636 0.138 0.339 -0.851 0.30
H -2.467130 -2.776822 -2.837164 0.194 0.918 0.445 -0.04
H -1.452458 -3.992409 -3.622254 0.467 -0.092 0.236 0.51
C 4.568544 1.655887 -3.314413 -1.030 -1.257 -0.473 -0.57
O 4.608330 0.291041 -3.858596 0.817 1.727 -1.134 0.06
C 4.857894 0.418515 -5.292899 0.621 -0.048 0.252 -1.04
C 5.024525 -0.934779 -5.968287 -1.077 0.657 1.671 -0.54
N 3.728882 -1.489070 -6.317517 0.638 0.253 0.333 -0.04
C 3.665085 -2.746869 -7.031718 -2.284 1.243 -0.609 -1.01
C 4.100791 -4.009640 -6.385576 -0.170 -1.045 1.379 -0.49
O 3.377289 -4.203036 -5.158441 0.352 2.800 -2.122 -0.16
C 3.383191 -5.382052 -4.531495 -0.314 -2.635 2.393 -0.92
H 4.691538 1.561623 -2.251479 -0.223 0.003 0.550 -0.19
H 3.606159 2.164109 -3.573054 0.624 -0.425 0.216 0.16
H 5.385950 2.244152 -3.690725 0.462 0.241 -0.326 0.53
H 5.744313 1.061829 -5.549683 -0.534 -0.492 0.758 0.37
H 4.003797 0.886373 -5.706128 -1.013 0.775 -0.627 0.45
H 5.600245 -1.437006 -5.216137 0.466 -1.250 0.388 0.23
H 5.632418 -0.821280 -6.815192 0.738 0.107 -1.426 0.57
H 3.133127 -1.475496 -5.502523 -0.128 -0.222 0.045 0.00
H 4.207002 -2.635588 -7.965652 0.176 0.011 -0.250 0.40
H 2.549829 -2.765051 -7.313980 1.541 -0.664 0.237 0.33
H 5.164545 -4.044012 -6.162608 0.359 0.184 -0.051 0.35
H 3.872683 -4.841419 -7.043963 0.001 -0.277 -0.303 0.42
H 3.558727 -6.317155 -5.088224 -0.216 0.481 -0.695 0.42
H 2.361896 -5.431081 -4.104803 0.565 -0.576 0.228 0.25
H 4.131177 -5.490405 -3.696913 -0.453 0.535 -0.429 0.25
C 8.068143 -2.634512 0.366683 -0.541 0.468 -0.796 -0.70
O 7.558568 -1.790494 1.418034 -0.338 -2.246 0.875 -0.32
C 6.640606 -2.585963 2.270942 -1.162 1.421 -0.757 -1.18
C 5.202573 -2.157003 1.868493 -0.379 1.962 0.304 0.42
N 4.740689 -2.559178 0.570012 1.467 -0.112 -0.891 -0.32
C 4.827647 -1.502374 -0.430817 -0.719 -0.322 0.238 0.96
C 4.058022 -1.982760 -1.637631 2.194 -1.992 -0.932 0.12
O 2.754754 -2.383640 -1.341966 -0.610 -0.436 -0.875 -0.57
C 1.992291 -2.432734 -2.588191 0.055 1.352 1.158 0.76
H 7.214163 -2.991860 -0.284914 0.901 0.036 0.787 0.24
H 8.709851 -3.483336 0.694393 -0.590 0.503 0.132 0.33
H 8.681999 -1.979772 -0.263493 -0.008 -0.122 0.159 0.27
H 6.808568 -2.460262 3.360878 0.228 0.492 -0.720 0.35
H 6.681872 -3.645037 2.085091 0.552 -0.508 -0.370 0.42
H 5.143061 -1.016976 1.767696 0.407 -1.130 1.188 -0.76
H 4.404093 -2.461121 2.555800 0.570 -0.041 0.505 0.61
H 3.811672 -2.886507 0.600647 -0.996 -0.453 0.134 0.45
H 5.857891 -1.298714 -0.659209 0.568 -0.240 -0.526 0.43
H 4.495999 -0.538146 -0.035071 -0.636 0.199 0.068 -1.23
H 4.629083 -2.971238 -1.950579 -0.822 1.807 0.116 -0.06
H 4.016864 -1.305488 -2.487131 0.464 0.276 0.171 0.02
H 1.139846 -2.991897 -2.269894 -0.873 -0.262 -0.424 0.31
H 2.463862 -2.840896 -3.495462 0.378 -0.275 0.757 -0.13
H 1.749209 -1.369533 -2.790044 -0.277 -0.616 -0.163 -0.50
C -6.682135 6.304338 -0.291977 -1.500 0.030 1.917 -0.72
O -6.506271 5.031969 0.242432 1.989 -1.212 1.338 -0.34
C -5.283523 5.007043 1.070132 -1.817 -1.392 0.601 -0.47
C -4.973086 3.512656 1.411797 -1.308 0.240 -0.450 -0.45
N -3.779065 3.322726 2.175759 0.820 0.306 0.159 1.44
C -3.786786 3.790764 3.535276 0.072 1.096 0.778 -1.00
C -2.329777 4.050940 3.906646 -0.036 -1.394 0.209 0.49
O -2.079134 4.243020 5.298316 -2.420 0.105 -1.044 -0.54
C -0.759801 4.043998 5.518779 1.783 -0.847 0.136 -0.27
H -5.734983 6.706166 -0.463529 1.504 1.048 -0.970 0.35
H -7.151698 6.957995 0.512078 0.041 -0.378 -1.189 0.23
H -7.271632 6.149713 -1.178552 -0.342 0.601 -0.316 0.25
H -5.461139 5.657646 1.970343 0.296 -0.577 -0.706 0.33
H -4.438368 5.335124 0.508193 0.592 0.727 -0.527 0.25
H -4.874290 2.990962 0.466320 0.327 0.069 -0.411 0.12
H -5.859194 3.017203 1.822813 -0.248 0.280 0.496 0.27
H -3.524086 2.356770 2.316277 -0.201 -0.370 -0.870 -1.06
H -4.237283 3.056163 4.191878 0.072 -0.257 0.489 -0.18
H -4.377589 4.683638 3.650380 -0.227 0.525 -0.098 0.52
H -1.886351 4.902662 3.371275 -0.182 -0.324 -0.205 0.37
H -1.855493 3.069259 3.584790 0.196 1.102 0.217 -0.22
H -0.513319 2.953053 5.382911 0.211 0.790 0.140 -0.02
H -0.534226 4.357531 6.529441 0.213 -0.030 0.263 0.48
H -0.159255 4.639189 4.810530 0.210 -0.161 0.180 0.15
C -4.576586 -6.391557 4.530864 0.191 0.669 -0.024 -0.82
O -5.080977 -5.579028 3.439238 0.611 -1.061 1.438 -0.41
C -4.096157 -4.702091 2.931989 -0.589 -0.366 -1.931 -0.09
C -4.518341 -4.353148 1.484888 1.330 0.691 0.149 -0.76
N -5.853402 -3.817454 1.515455 -0.459 0.037 -0.609 -0.10
C -6.564874 -3.859590 0.232867 0.185 0.335 -1.099 -0.71
C -6.757117 -2.426861 -0.290753 0.157 -0.020 -1.519 -0.56
O -5.457159 -1.899463 -0.805068 -3.069 0.761 0.529 0.33
C -5.711545 -0.627038 -1.508824 2.170 -2.264 -1.104 -0.87
H -5.375743 -7.034930 4.899265 -0.113 0.435 0.065 0.30
H -4.070117 -5.816858 5.350776 -0.948 0.008 -0.529 0.29
H -3.785281 -7.056456 4.214874 0.282 -0.298 -0.668 0.33
H -3.115574 -5.217695 2.865391 -0.258 0.651 0.485 0.56
H -4.168771 -3.746855 3.438650 0.711 0.130 0.726 -0.34
H -4.463939 -5.238643 0.833264 0.299 0.103 0.050 0.67
H -3.809640 -3.542639 1.141067 -0.545 -0.967 -0.021 0.20
H -6.328915 -4.431699 2.121785 -0.897 -0.577 1.030 0.27
H -7.578236 -4.324372 0.264970 0.607 0.340 0.584 0.38
H -6.016656 -4.514747 -0.509343 -0.345 0.874 0.490 0.20
H -7.144520 -1.783391 0.529109 0.366 -0.265 -0.456 0.14
H -7.557731 -2.429714 -1.144401 1.477 0.076 1.214 0.48
H -6.514608 -0.749283 -2.246441 -0.154 0.200 0.466 0.44
H -4.778791 -0.606442 -2.091827 -0.262 0.507 -0.197 0.02
H -5.715332 0.295372 -0.958953 -0.575 0.078 0.923 0.21
C -6.761175 -1.132915 4.050793 0.274 -0.270 1.910 -1.68
C -5.572929 -0.221661 3.667467 -0.256 -3.278 -2.681 0.72
C -4.504647 -0.403238 4.658471 0.706 1.898 1.705 -1.00
O -3.483838 0.579095 4.402227 0.348 -0.784 -0.146 0.19
C -2.302757 0.440603 5.186533 -1.408 -0.476 0.745 -0.25
N -5.102645 -0.629995 2.277296 -1.406 0.454 1.285 0.21
H -6.494138 -2.056305 4.647131 0.345 0.605 -1.143 0.28
H -7.460740 -1.417272 3.281568 0.118 0.103 -0.531 0.31
H -7.322091 -0.632664 4.833145 -0.434 0.481 -0.018 0.52
H -5.867441 0.790910 3.625227 -0.401 1.231 -0.004 0.00
H -4.114271 -1.413486 4.705459 0.208 -0.277 -0.169 0.24
H -4.914032 -0.104795 5.636343 -0.032 -0.536 0.218 0.46
H -2.378405 0.916924 6.179755 -0.313 -0.281 -0.159 0.37
H -1.570771 0.965371 4.668907 1.554 0.921 -0.979 -0.61
H -1.971166 -0.598162 5.292538 -0.207 -0.019 -0.014 0.43
H -4.181390 -0.271173 2.118355 0.361 -0.290 -0.122 -0.15
H -5.231709 -1.637270 2.113590 0.379 0.563 0.065 -0.25
C 2.512593 5.312882 -1.775046 -1.413 1.036 -1.126 -0.91
C 1.675213 6.601625 -1.470960 1.928 -1.143 0.727 0.59
C 0.931978 6.541155 -0.169619 -0.886 -0.375 0.088 -0.90
O -0.122248 5.545482 -0.296589 0.950 0.530 1.251 -0.07
C -0.518987 5.183356 1.025495 -0.050 -0.214 -0.255 -0.57
N 2.630644 7.678047 -1.285050 0.520 -0.833 -0.250 -0.67
H 1.822754 4.491873 -1.926913 -0.090 -0.389 0.229 -0.21
H 3.196863 5.122588 -0.979564 0.586 -0.200 0.498 0.33
H 3.030857 5.427327 -2.750755 -0.019 0.092 0.649 0.52
H 0.948702 6.718725 -2.240660 -0.607 0.358 -0.954 0.19
H 0.473009 7.548363 0.006946 0.132 -0.651 0.075 0.37
H 1.629068 6.339934 0.681299 -0.530 -0.119 -0.598 0.43
H -0.713323 6.078414 1.612917 -0.279 0.163 0.137 0.61
H 0.242401 4.610769 1.561370 0.418 -0.003 -0.124 0.29
H -1.388700 4.533709 1.010616 -0.325 0.185 -0.284 -0.40
H 3.226791 7.801483 -2.080724 0.219 0.081 -0.344 0.25
H 2.185570 8.527998 -1.079392 -0.612 1.380 0.220 0.20
C -2.667845 2.530878 -2.492059 0.483 -0.972 0.450 -0.94
C -1.647246 2.896163 -3.593697 -1.096 -0.577 1.015 1.53
C -0.294046 2.337843 -3.253001 0.756 0.413 0.683 -0.37
C -0.167464 0.843511 -3.350493 0.583 -1.049 0.031 2.46
C -0.462372 0.439218 -4.782770 -0.001 0.262 0.021 -2.00
C -1.859155 0.922913 -5.139257 -0.828 -1.192 -1.512 2.42
N -1.978766 2.368175 -4.911136 -0.521 0.372 -0.159 0.19
O -3.327595 2.825056 -5.215175 0.846 0.381 -1.689 -0.47
C -2.031429 0.715263 -6.681882 -0.694 1.697 0.983 -2.29
C -2.913602 0.024073 -4.463068 -1.805 1.169 -0.264 -0.82
C -1.647917 4.402349 -3.646200 2.316 0.748 -0.578 -1.92
H -2.566718 1.494974 -2.089662 -0.083 0.785 -0.405 -0.62
H -3.613857 2.608004 -2.974093 -1.058 0.120 0.050 0.64
H -2.608735 3.219009 -1.634933 0.022 -0.130 -0.341 0.46
H 0.475834 2.837581 -3.852021 0.004 -0.158 -0.138 1.01
H -0.092382 2.593361 -2.229438 0.175 0.514 0.669 -0.60
H -0.848782 0.279296 -2.662420 0.337 0.655 -0.500 -0.86
H 0.837887 0.510834 -3.002850 -0.531 0.376 -0.559 -1.55
H -0.514038 -0.641556 -4.864806 0.281 -0.271 -0.233 0.64
H 0.249071 0.842202 -5.534884 -0.104 -0.190 0.625 0.28
H -1.712271 -0.235608 -6.984093 1.096 -1.305 -0.388 0.46
H -3.065911 0.723074 -7.024171 -0.241 0.420 0.315 0.40
H -1.503780 1.554911 -7.146168 0.120 -0.448 -0.322 0.49
H -2.971276 -1.002039 -4.866022 0.165 0.533 -0.280 0.55
H -2.777968 -0.106120 -3.387951 -0.105 0.262 -0.040 -0.82
H -3.900798 0.592170 -4.686461 1.274 -1.321 0.691 0.35
H -2.579749 4.900510 -3.844782 -0.622 -0.221 0.147 0.38
H -0.985411 4.638222 -4.516995 -0.272 0.285 0.662 0.53
H -1.189533 4.812268 -2.710384 -0.370 -0.259 -0.745 0.10
H -3.191686 3.329534 -6.072106 -0.275 -0.918 1.562 0.37
C 1.546912 1.237525 -0.222024 -1.035 0.247 -0.188 0.20
C 0.385057 0.749660 0.659255 0.987 -0.356 0.665 2.48
C -0.983673 1.223577 0.319356 -1.175 2.286 -0.532 1.95
C -2.038365 0.539324 1.145615 -1.600 0.849 -0.017 0.22
C -2.093034 -0.906931 0.762393 0.522 -1.028 -0.966 -0.32
C -0.723006 -1.588352 0.939616 -0.070 0.616 2.258 1.41
N 0.348022 -0.730626 0.470585 1.000 0.237 -1.425 0.74
O 1.613557 -1.225728 0.916624 0.192 -1.485 -0.869 0.96
C -0.571304 -1.811408 2.470535 -0.695 0.960 0.747 -1.83
C -0.727026 -2.932965 0.243150 -0.955 -0.049 1.069 -1.88
C 0.821295 1.140869 2.078242 -1.242 -0.598 1.009 1.11
H 1.353841 0.840692 -1.209339 0.492 0.042 -0.316 -0.65
H 2.402625 0.796395 0.249123 0.720 -0.234 -0.314 -0.30
H 1.701642 2.330462 -0.249788 -0.429 -0.332 0.092 -0.53
H -1.134525 2.335558 0.486501 0.674 -1.026 -0.171 -1.56
H -1.218164 1.077488 -0.741287 0.293 -0.136 0.191 -1.41
H -3.054183 1.036849 0.996587 1.217 -0.654 -0.164 0.46
H -1.813794 0.716295 2.199229 -0.081 -0.341 0.124 -0.31
H -2.368234 -1.012321 -0.322978 -0.123 0.198 0.888 -1.08
H -2.754476 -1.524151 1.378209 -0.292 0.265 -0.320 0.76
H -0.713398 -0.851112 3.061942 0.002 -1.146 -0.776 -0.16
H -1.299218 -2.545598 2.827201 -0.119 0.086 -0.004 0.41
H 0.397864 -2.171988 2.743564 0.712 -0.287 -0.030 0.52
H -1.084286 -2.789231 -0.751284 0.102 -0.116 -1.020 0.29
H 0.219874 -3.436301 0.310323 0.487 -0.202 -0.191 0.52
H -1.482447 -3.564948 0.760595 0.447 0.231 -0.320 0.17
H 1.190043 0.251215 2.581280 0.031 0.039 0.236 -0.37
H 0.014583 1.581813 2.688220 0.155 -0.221 -0.145 -1.18
H 1.620269 1.837414 2.103498 0.748 0.792 -0.255 -0.68
H 1.937305 -1.835987 0.174674 -0.541 1.386 0.872 0.01
```
Forces are in eV/Å.